139
Properties=species:S:1:pos:R:3:lowdin_charge:R:1 method="wB97M-V/def2-TZVPD" e_above_lowest_kcal_mol=0.0 lumo_energy_ev=0.251 orbital_gap_ha=0.3397 multiplicity=1 total_energy_ev=-91029.22485
C -18.148 -14.853 -16.427 -0.064
C -18.998 -13.839 -17.156 -0.469
C -18.255 -12.586 -17.676 -0.207
O -17.654 -12.853 -18.924 -0.197
C -17.147 -11.692 -19.591 -0.093
N -19.770 -14.345 -18.264 0.029
H -17.594 -14.402 -15.600 0.050
H -17.415 -15.248 -17.136 0.084
H -18.759 -15.596 -15.940 0.052
H -19.738 -13.542 -16.401 0.119
H -17.519 -12.200 -16.955 0.102
H -19.072 -11.821 -17.842 0.133
H -16.407 -11.175 -19.047 0.052
H -17.903 -10.872 -19.675 0.090
H -16.792 -12.004 -20.594 0.100
H -20.405 -15.093 -17.948 0.080
H -19.033 -14.757 -18.887 0.094
C -17.617 -6.510 -10.636 -0.054
C -16.086 -6.802 -10.676 -0.434
C -15.471 -6.892 -9.246 -0.191
O -15.604 -5.665 -8.562 -0.177
C -15.089 -4.576 -9.241 -0.151
N -15.754 -7.902 -11.602 0.045
H -17.932 -6.476 -11.679 0.060
H -17.761 -5.492 -10.212 0.077
H -18.142 -7.284 -10.038 0.079
H -15.664 -5.853 -11.085 0.112
H -14.440 -7.137 -9.316 0.105
H -15.843 -7.707 -8.604 0.128
H -14.836 -3.752 -8.556 0.093
H -15.718 -4.133 -9.999 0.070
H -14.107 -4.896 -9.721 0.115
H -14.740 -7.844 -11.796 0.059
H -15.909 -8.743 -11.012 0.040
C -17.906 -14.754 -6.727 -0.041
C -16.428 -14.797 -7.374 -0.382
C -16.504 -14.466 -8.842 -0.212
O -16.972 -15.560 -9.619 -0.200
C -16.027 -16.630 -9.755 -0.073
N -15.529 -13.919 -6.615 0.038
H -17.929 -15.299 -5.760 0.068
H -18.564 -15.395 -7.360 0.074
H -18.329 -13.754 -6.602 0.063
H -15.961 -15.796 -7.252 0.135
H -15.537 -14.056 -9.216 0.104
H -17.100 -13.576 -8.884 0.105
H -16.230 -17.425 -9.004 0.098
H -14.941 -16.410 -9.695 0.086
H -16.253 -16.957 -10.730 0.050
H -15.532 -14.088 -5.607 0.082
H -15.850 -12.965 -6.659 0.040
C -10.892 -13.613 -14.269 -0.582
O -10.180 -13.364 -13.255 -0.058
N -10.480 -13.181 -15.520 0.164
N -12.187 -14.080 -14.087 0.205
H -9.569 -13.360 -15.884 0.100
H -11.130 -13.227 -16.309 0.070
H -12.559 -14.577 -14.911 0.095
H -12.262 -14.533 -13.228 0.036
C -13.943 -11.844 -8.424 -0.579
O -14.391 -11.689 -9.564 -0.025
N -14.106 -10.905 -7.379 0.155
N -12.986 -12.824 -8.111 0.155
H -15.034 -10.486 -7.404 0.063
H -13.905 -11.320 -6.470 0.093
H -12.830 -13.075 -7.177 0.076
H -13.131 -13.590 -8.766 0.046
C -16.568 -8.681 -15.424 -0.611
O -16.578 -9.905 -15.468 -0.006
N -15.569 -7.856 -15.000 0.176
N -17.762 -7.979 -15.770 0.143
H -14.780 -8.332 -14.613 0.087
H -15.822 -6.969 -14.566 0.112
H -18.490 -8.367 -16.361 0.110
H -17.655 -7.013 -15.901 0.065
C -18.821 -11.375 -13.055 -0.649
O -19.235 -11.861 -11.999 -0.033
N -18.976 -10.032 -13.309 0.183
N -18.288 -12.045 -14.096 0.206
H -18.424 -9.529 -13.959 0.037
H -19.038 -9.539 -12.408 0.111
H -17.701 -11.506 -14.702 0.049
H -18.009 -12.997 -13.858 0.074
C -19.277 -15.232 -13.068 -0.596
O -18.815 -16.261 -13.637 -0.053
N -20.482 -14.741 -13.512 0.167
N -18.566 -14.565 -12.067 0.179
H -21.081 -14.152 -12.959 0.100
H -20.774 -15.032 -14.452 0.114
H -19.106 -13.753 -11.773 0.055
H -18.088 -15.073 -11.327 0.082
C -11.844 -10.044 -12.636 -0.662
O -12.592 -9.163 -12.216 -0.009
N -11.177 -10.941 -11.874 0.188
N -11.518 -10.095 -13.988 0.155
H -11.477 -11.001 -10.930 0.094
H -10.414 -11.392 -12.288 0.057
H -12.192 -9.591 -14.546 0.084
H -11.163 -10.962 -14.392 0.067
C -14.969 -17.141 -13.379 -0.650
O -13.759 -16.957 -13.257 -0.018
N -15.500 -18.433 -13.233 0.130
N -15.915 -16.187 -13.542 0.191
H -14.914 -19.107 -12.718 0.112
H -16.514 -18.418 -13.107 0.091
H -16.905 -16.389 -13.407 0.058
H -15.674 -15.240 -13.508 -0.003
C -13.700 -13.528 -16.972 -0.690
O -12.766 -13.594 -17.818 -0.035
N -14.398 -14.545 -16.531 0.187
N -14.170 -12.300 -16.534 0.178
H -14.197 -15.436 -16.898 0.111
H -14.884 -14.412 -15.624 0.087
H -14.793 -12.161 -15.760 0.061
H -13.722 -11.527 -16.964 0.088
C -17.681 -10.846 -8.811 -0.635
O -17.008 -10.949 -7.788 -0.005
N -17.058 -10.531 -10.015 0.148
N -19.016 -11.141 -8.931 0.170
H -17.411 -11.011 -10.846 0.063
H -16.059 -10.812 -9.950 0.056
H -19.504 -11.233 -9.834 0.089
H -19.560 -11.182 -8.082 0.103
C -11.757 -15.144 -10.451 -0.643
O -12.801 -15.278 -9.801 -0.039
N -11.014 -14.009 -10.329 0.158
N -11.420 -16.117 -11.394 0.164
H -10.416 -13.673 -11.121 0.089
H -11.357 -13.451 -9.509 0.093
H -12.158 -16.646 -11.820 0.054
H -10.590 -15.956 -11.975 0.103
C -15.166 -13.024 -12.823 -0.592
O -15.599 -13.603 -13.832 -0.060
N -14.634 -13.595 -11.714 0.207
N -15.374 -11.650 -12.701 0.199
H -14.608 -14.611 -11.640 0.095
H -14.183 -12.951 -11.010 0.091
H -15.707 -11.170 -13.556 0.089
H -15.166 -11.206 -11.846 0.045

***

51
Properties=species:S:1:pos:R:3:nbo_charge:R:1 method="wB97M-V/def2-TZVPD" lumo_energy_ev="-2.882 / -2.917" orbital_gap_ha="0.2163 / 0.2134" multiplicity=1 total_energy_ev=-347786.22122
Ru -0.519 0.810 -0.806 1.298
O 3.599 4.749 -1.562 -0.667
C 4.137 3.544 -1.595 0.783
O 5.324 3.361 -1.647 -0.573
C 3.197 2.379 -1.559 -0.259
C 3.578 1.040 -1.612 0.196
Cl 5.103 0.331 -1.732 0.142
N 2.479 0.269 -1.529 -0.183
N 1.386 1.057 -1.462 -0.248
C 1.804 2.324 -1.451 0.102
C 0.722 3.353 -1.257 0.780
O 0.995 4.545 -1.316 -0.633
O -0.433 2.843 -1.059 -0.645
C 2.378 -1.163 -1.565 0.168
C 2.561 -1.828 -2.765 -0.220
C 2.464 -3.210 -2.776 -0.202
C 2.191 -3.897 -1.599 -0.188
C 2.009 -3.210 -0.408 -0.180
C 2.102 -1.828 -0.385 -0.209
H 2.606 4.739 -1.470 0.512
H 2.777 -1.270 -3.666 0.231
H 2.601 -3.751 -3.702 0.225
H 2.115 -4.976 -1.614 0.223
H 1.787 -3.747 0.504 0.224
H 1.945 -1.264 0.525 0.239
Br -4.713 -4.598 -1.020 0.140
C -3.892 -2.930 -1.287 -0.122
C -4.624 -1.877 -1.914 -0.163
Br -6.396 -2.159 -2.464 0.134
C -4.035 -0.649 -2.116 -0.129
Br -4.906 0.799 -2.920 0.147
C -2.702 -0.464 -1.714 0.192
O -2.069 0.665 -1.880 -0.426
C -1.968 -1.492 -1.059 0.359
O -0.774 -1.192 -0.678 -0.587
C -2.596 -2.742 -0.865 -0.189
Br -1.585 -4.070 -0.003 0.116
I -2.088 1.215 7.804 0.174
C -1.685 1.159 5.759 -0.123
C -2.701 1.446 4.857 -0.252
C -2.432 1.403 3.499 -0.130
C -1.153 1.083 3.058 -0.190
C -0.139 0.806 3.968 -0.132
C -0.405 0.839 5.326 -0.253
C -0.870 1.036 1.616 0.788
O 0.306 0.957 1.151 -0.626
O -1.810 1.057 0.754 -0.588
H -3.690 1.700 5.208 0.234
H -3.207 1.621 2.777 0.241
H 0.852 0.569 3.607 0.236
H 0.376 0.620 6.041 0.233

***

56
Properties=species:S:1:pos:R:3:nbo_charge:R:1 method="wB97M-V/def2-TZVPD" e_above_lowest_kcal_mol=29.3 total_charge=-1 lumo_energy_ev=1.298 orbital_gap_ha=0.2243 multiplicity=1 total_energy_ev=-113558.72789
Ta -0.086 0.288 0.311 1.848
O 0.040 -1.548 0.944 -0.612
N -0.253 -2.742 0.399 0.110
N -0.995 -2.559 -0.603 0.253
O -1.348 -1.436 -1.028 -0.430
C -1.448 -3.742 -1.337 0.170
C -1.439 -4.997 -0.753 -0.225
C -1.874 -6.075 -1.507 -0.208
C -2.308 -5.889 -2.816 -0.199
C -2.309 -4.620 -3.374 -0.202
C -1.877 -3.530 -2.631 -0.215
H -1.099 -5.119 0.267 0.245
H -1.877 -7.065 -1.068 0.216
H -2.647 -6.738 -3.399 0.214
H -2.644 -4.471 -4.393 0.219
H -1.864 -2.527 -3.033 0.261
O 2.496 1.822 -6.129 -0.587
C 2.050 1.528 -5.046 0.190
S 0.607 2.280 -4.349 0.331
C 0.540 1.268 -2.924 -0.410
C 1.462 0.319 -2.792 -0.380
S 1.514 -0.774 -1.450 -0.119
S 2.651 0.180 -4.066 0.333
S -0.717 1.562 -1.760 -0.067
F -6.266 -0.038 1.904 -0.355
C -4.957 0.064 1.558 0.449
C -4.588 1.008 0.623 -0.321
C -3.247 1.107 0.273 -0.177
C -2.271 0.266 0.823 -0.426
C -2.704 -0.661 1.781 -0.201
C -4.042 -0.770 2.157 -0.325
H -5.340 1.655 0.182 0.218
H -2.972 1.868 -0.449 0.216
H -1.989 -1.315 2.268 0.216
H -4.369 -1.487 2.902 0.217
O 0.540 0.120 2.924 -0.916
S 1.946 0.042 2.511 2.293
O 2.551 -1.254 2.485 -0.897
N 1.944 0.815 1.068 -0.951
C 2.726 1.939 1.058 0.097
S 2.875 2.955 -0.212 -0.046
C 3.381 2.121 2.399 -0.122
C 4.283 3.102 2.766 -0.151
C 4.765 3.100 4.067 -0.180
C 4.366 2.128 4.986 -0.184
C 3.474 1.134 4.622 -0.195
C 2.992 1.171 3.328 -0.256
H 4.575 3.853 2.042 0.242
H 5.456 3.874 4.380 0.215
H 4.750 2.155 5.999 0.215
H 3.154 0.374 5.325 0.231
N 1.333 4.388 4.797 -0.463
C 0.603 3.994 3.986 0.452
N -0.309 3.609 3.112 -0.642
C -0.267 2.831 2.136 0.721
N -0.370 2.170 1.166 -0.710